(1)
DFT (ωB97M-V/def2-TZVPD) results for C42H84N9O7PSbSi3Tl as an isolated structure at a distorted geometry.

## Properties
- E_HOMO: -0.2752 Eh
- Kohn-Sham gap: 7.907 eV
- Max |F|: 1.5 eV Å⁻¹
- Lowest unoccupied orbital energy: 0.42 eV

```
! wB97M-V def2-TZVPD RIJCOSX def2/J DEFGRID3
* xyz 0 1
Tl -0.120 -0.298 0.327
C 2.646 -4.684 0.597
N 1.463 -4.006 1.118
C 1.705 -3.116 2.247
C 2.706 -2.022 2.018
N 2.809 -1.262 0.960
C 3.936 -0.481 1.162
C 4.544 0.467 0.340
C 5.675 1.103 0.816
C 6.220 0.799 2.069
C 5.644 -0.153 2.891
C 4.501 -0.780 2.416
N 3.694 -1.771 2.935
C 3.118 -4.310 -0.777
N 2.434 -3.691 -1.694
C 3.231 -3.677 -2.829
C 2.976 -3.162 -4.094
C 3.954 -3.322 -5.057
C 5.162 -3.967 -4.773
C 5.431 -4.483 -3.518
C 4.444 -4.328 -2.555
N 4.342 -4.714 -1.234
H 2.425 -5.759 0.549
H 3.481 -4.569 1.296
H 0.988 -3.510 0.375
H 2.056 -3.731 3.081
H 0.752 -2.682 2.569
H 4.142 0.696 -0.637
H 6.163 1.849 0.203
H 7.112 1.314 2.400
H 6.069 -0.404 3.855
H 3.759 -2.189 3.846
H 2.048 -2.646 -4.302
H 3.789 -2.933 -6.054
H 5.906 -4.062 -5.553
H 6.363 -4.990 -3.308
H 5.032 -5.214 -0.703
N -1.275 4.985 1.755
C -0.180 4.036 2.012
C -0.255 3.456 3.416
C 0.726 2.288 3.574
N 0.248 1.097 2.851
C 2.135 2.677 3.097
C 2.216 3.439 1.760
N 2.029 2.646 0.549
C 1.215 4.594 1.748
H -3.136 3.683 1.445
H -1.126 5.421 0.849
H -1.284 5.725 2.449
H -0.337 3.221 1.316
H -1.269 3.097 3.612
H -0.025 4.232 4.154
H 0.802 2.068 4.650
H -0.692 0.853 3.154
H 0.824 0.306 3.130
H 2.741 1.768 3.019
H 2.593 3.312 3.862
H 3.232 3.846 1.696
H 2.527 1.769 0.617
H 1.054 2.426 0.392
H 1.247 5.077 0.766
H 1.485 5.337 2.506
N -2.971 -0.189 -0.611
C -3.606 0.633 0.416
C -2.978 1.995 0.512
O -3.665 2.841 1.253
O -1.922 2.275 -0.029
H -3.194 0.161 -1.535
H -3.289 -1.145 -0.527
H -3.403 0.153 1.379
H -4.689 0.758 0.305
C -1.001 0.454 -6.723
Si -1.359 -0.242 -4.991
C -0.863 -2.070 -5.153
C -3.238 -0.316 -4.720
Sb -0.474 1.194 -2.984
Si 1.727 2.301 -3.854
C 1.977 3.893 -2.859
C 3.253 1.247 -3.417
C 1.925 2.726 -5.699
Si -1.906 3.316 -3.487
C -1.911 3.906 -5.296
C -1.321 4.779 -2.410
C -3.739 3.088 -3.027
H -1.508 -0.134 -7.491
H 0.071 0.404 -6.921
H -1.312 1.494 -6.826
H -1.639 -2.607 -5.704
H -0.748 -2.549 -4.181
H 0.072 -2.186 -5.703
H -3.729 -0.910 -5.494
H -3.694 0.675 -4.722
H -3.456 -0.787 -3.759
H 1.812 3.708 -1.796
H 1.307 4.691 -3.182
H 3.002 4.253 -2.974
H 3.020 0.476 -2.681
H 4.036 1.886 -3.002
H 3.662 0.746 -4.292
H 1.330 3.597 -5.979
H 1.610 1.894 -6.332
H 2.969 2.946 -5.929
H -0.929 3.777 -5.756
H -2.180 4.961 -5.379
H -2.628 3.335 -5.889
H -0.738 5.494 -2.992
H -0.699 4.420 -1.588
H -2.176 5.309 -1.986
H -4.248 2.418 -3.722
H -4.264 4.044 -3.052
H -3.847 2.674 -2.022
C -1.196 -3.387 -1.272
O -0.576 -2.213 -1.775
H -0.567 -4.267 -1.430
H -2.139 -3.533 -1.803
H -1.409 -3.296 -0.200
H 0.391 -2.375 -1.790
C -4.301 0.166 5.419
C -2.781 0.038 5.509
C -2.170 1.359 5.972
C -2.397 -1.067 6.495
O -2.267 -0.188 4.178
P -1.871 -1.610 3.493
O -0.689 -2.229 4.140
O -1.771 -1.297 2.024
O -3.247 -2.425 3.792
C -3.696 -3.562 3.035
C -4.798 -4.199 3.877
C -4.278 -3.098 1.698
C -2.553 -4.550 2.808
H -4.723 0.354 6.407
H -4.718 -0.756 5.018
H -4.572 0.988 4.754
H -2.522 1.609 6.973
H -2.452 2.164 5.291
H -1.082 1.276 5.990
H -2.688 -0.778 7.505
H -1.323 -1.239 6.454
H -2.890 -1.997 6.223
H -5.612 -3.487 4.022
H -4.411 -4.487 4.855
H -5.189 -5.084 3.374
H -5.058 -2.355 1.878
H -4.703 -3.939 1.149
H -3.485 -2.635 1.115
H -2.126 -4.851 3.765
H -1.762 -4.074 2.227
H -2.913 -5.434 2.280
*
```

Results of the Löwdin charge analysis, in e, for atoms 1 through 6: 0.82, -0.14, -0.02, -0.15, -0.32, 0.14

(2)
DFT (ωB97M-V/def2-TZVPD) results for C42H84NO12Rb as an isolated structure at a distorted geometry.

## Properties
- E_HOMO: -0.2089 Eh
- Kohn-Sham gap: 4.950 eV
- Max |F|: 2.1 eV Å⁻¹
- Lowest unoccupied orbital energy: -0.74 eV
- ΔE to the lowest compared entry with this formula, charge and spin: 0.000 eV

```
! wB97M-V def2-TZVPD RIJCOSX def2/J DEFGRID3
* xyz 0 1
Rb -3.874 -2.778 1.247
C -3.013 0.225 -0.756
C -1.491 0.127 -0.492
C -1.230 1.296 0.489
C 0.086 1.099 1.228
C 0.055 -0.223 1.987
C -0.074 -1.392 1.013
N -1.226 -1.175 0.134
O -1.589 -2.259 -0.708
C -0.287 -2.677 1.816
C 1.243 -1.592 0.208
C -0.702 0.446 -1.791
H -3.584 0.088 0.166
H -3.328 -0.582 -1.423
H -3.241 1.203 -1.181
H -2.008 1.284 1.257
H -1.195 2.243 -0.051
H 0.117 1.858 2.018
H 0.978 1.096 0.606
H -0.568 -0.261 2.880
H 1.077 -0.327 2.382
H -0.447 -3.565 1.202
H -1.209 -2.530 2.385
H 0.579 -2.901 2.441
H 2.200 -1.653 0.739
H 1.374 -0.736 -0.462
H 1.224 -2.488 -0.415
H -1.267 1.253 -2.267
H -0.721 -0.434 -2.433
H 0.280 0.830 -1.518
C -0.843 -3.341 5.358
C -2.278 -3.023 5.661
O -3.129 -3.010 4.796
C -2.668 -2.763 7.111
H -0.343 -3.888 6.155
H -0.320 -2.373 5.361
H -0.735 -3.750 4.361
H -3.475 -3.422 7.432
H -3.031 -1.747 7.267
H -1.817 -2.952 7.765
C 1.915 4.742 2.660
C 0.779 4.688 3.681
O 0.986 4.510 4.854
C -0.607 4.885 3.125
H 2.867 4.895 3.161
H 1.752 5.590 2.000
H 1.813 3.788 2.147
H -0.794 5.880 2.717
H -1.350 4.726 3.906
H -0.769 4.189 2.297
C 4.220 0.600 1.341
C 4.572 1.728 0.414
O 5.518 2.453 0.631
C 3.623 2.059 -0.691
H 3.663 0.941 2.214
H 5.118 0.069 1.659
H 3.607 -0.149 0.836
H 3.312 1.204 -1.295
H 4.069 2.750 -1.409
H 2.721 2.551 -0.314
C 0.529 4.231 -2.471
C 0.670 4.755 -1.067
O 0.763 4.020 -0.112
C 0.713 6.272 -0.922
H 0.261 3.180 -2.540
H 1.498 4.335 -2.974
H -0.129 4.901 -3.027
H 1.010 6.482 0.104
H -0.283 6.667 -1.126
H 1.440 6.774 -1.559
C 3.359 -4.205 2.266
C 4.273 -4.966 3.208
O 3.862 -5.597 4.158
C 5.700 -5.141 2.758
H 2.905 -3.329 2.736
H 2.504 -4.789 1.933
H 3.970 -3.837 1.442
H 5.691 -5.704 1.821
H 6.321 -5.733 3.431
H 6.203 -4.175 2.668
C -4.385 5.199 -0.359
C -4.590 5.148 -1.843
O -5.534 5.663 -2.397
C -3.651 4.257 -2.640
H -3.650 4.495 0.016
H -5.348 5.263 0.149
H -3.995 6.201 -0.125
H -2.659 4.146 -2.209
H -3.658 4.573 -3.679
H -4.184 3.300 -2.614
C -4.147 1.172 -6.957
C -3.457 1.231 -5.620
O -2.868 2.244 -5.328
C -3.513 -0.028 -4.786
H -4.112 0.159 -7.365
H -3.671 1.885 -7.623
H -5.215 1.362 -6.822
H -3.127 0.223 -3.800
H -2.847 -0.774 -5.235
H -4.459 -0.568 -4.790
C 1.139 -6.344 0.088
C 0.587 -6.639 -1.261
O 0.558 -5.794 -2.110
C 0.130 -8.061 -1.606
H 1.994 -6.972 0.351
H 0.361 -6.401 0.848
H 1.589 -5.355 -0.020
H 0.913 -8.585 -2.149
H -0.725 -7.895 -2.260
H -0.188 -8.615 -0.725
C 3.237 -3.912 -2.652
C 3.672 -2.575 -2.083
O 4.402 -2.544 -1.109
C 3.244 -1.291 -2.762
H 2.161 -3.889 -2.822
H 3.498 -4.666 -1.909
H 3.824 -4.200 -3.526
H 2.247 -0.970 -2.464
H 3.267 -1.463 -3.840
H 4.041 -0.611 -2.466
C 2.928 1.692 -5.216
C 1.563 1.878 -5.862
O 1.450 2.744 -6.700
C 0.469 0.900 -5.579
H 3.542 2.548 -5.484
H 3.278 0.723 -5.574
H 2.908 1.732 -4.124
H -0.495 1.318 -5.862
H 0.386 0.700 -4.508
H 0.729 0.005 -6.147
C -2.394 1.150 4.913
C -3.891 1.051 4.990
O -4.532 1.739 5.753
C -4.560 -0.117 4.246
H -2.026 1.301 3.898
H -2.080 0.117 5.131
H -1.994 1.802 5.681
H -4.338 -0.963 4.895
H -4.011 -0.236 3.308
H -5.613 0.101 4.116
*
```

Results of the Löwdin charge analysis, in e, for atoms 1 through 6: 0.80, -0.06, -0.50, -0.14, -0.17, -0.13